Computed, not measured: a cluster of 3 separate species, C5H13NO2 in total at a distorted geometry, with ωB97M-V/def2-TZVPD.

XYZ file:
```
21
C5H13NO2 ωB97M-V/def2-TZVPD
C 0.75 -1.14 1.30
N -0.11 -1.17 0.09
C -1.00 -0.21 -0.07
C -0.66 1.04 -0.80
C -3.50 0.14 -0.06
C -2.37 -0.52 0.21
H 0.82 -2.14 1.71
H 1.71 -0.67 1.10
H 0.20 -0.55 2.04
H 0.49 -1.15 -0.77
H 0.25 1.47 -0.38
H -1.51 1.71 -0.68
H -3.48 0.86 -0.87
H -4.42 -0.21 0.38
H -2.40 -1.46 0.78
H 3.51 1.92 0.98
H -0.52 0.81 -1.86
O 2.70 1.47 0.73
H 2.78 0.85 -0.08
H 3.05 -0.23 -1.89
O 2.29 -0.03 -1.34
```

relative energy (zero: lowest compared OMol25 entry of this formula, charge and spin) = 527.8 kJ/mol

***

Computed, not measured: a structure of composition C34H88F4Fe2N2O22S4 at a distorted geometry, with ωB97M-V/def2-TZVPD.

XYZ file:
```
156
C34H88F4Fe2N2O22S4 ωB97M-V/def2-TZVPD
Fe 1.41 0.49 2.39
Fe -2.38 0.29 0.45
N -3.81 0.57 1.76
S -5.42 1.17 1.73
O -5.69 2.50 2.21
O -6.50 0.19 1.79
F -5.39 1.57 0.21
S -4.06 0.21 3.25
O -4.53 -1.16 3.43
O -4.33 1.23 4.25
F -2.48 -0.02 3.51
N 1.76 -1.22 3.26
S 1.21 -2.03 4.73
O 2.15 -1.97 5.87
O 0.45 -3.26 4.51
F 0.13 -0.91 5.13
S 2.68 -2.42 2.98
O 2.14 -3.65 2.37
O 3.87 -2.48 3.79
F 3.30 -1.69 1.69
C 0.14 0.56 0.18
O 1.36 0.55 0.32
O -0.57 0.26 -0.72
O -0.44 0.59 1.28
C -2.37 -3.60 2.65
C -1.42 -2.77 1.73
C -0.59 -3.58 0.75
O -2.20 -1.92 0.93
H -1.71 -4.23 3.25
H -2.98 -4.23 2.00
H -3.10 -3.08 3.27
H -0.76 -2.18 2.36
H -0.06 -4.37 1.29
H 0.21 -2.99 0.30
H -1.20 -4.00 -0.05
H -2.67 -2.55 0.38
C -1.25 4.29 0.53
C -2.66 3.85 0.21
C -3.48 4.75 -0.81
O -2.57 2.54 -0.38
H -0.67 4.63 -0.33
H -0.68 3.52 1.04
H -1.30 5.03 1.32
H -3.29 3.77 1.10
H -3.06 4.86 -1.81
H -3.64 5.79 -0.52
H -4.42 4.26 -1.03
H -2.18 2.62 -1.25
C 0.88 2.10 -4.44
C 0.20 2.84 -3.27
C -0.15 4.33 -3.53
O -0.90 2.08 -2.89
H 1.81 2.65 -4.58
H 0.37 1.98 -5.40
H 1.03 1.09 -4.07
H 0.84 2.92 -2.38
H -0.91 4.45 -4.30
H 0.82 4.70 -3.85
H -0.33 4.85 -2.59
H -0.57 1.41 -2.29
C 1.12 -2.57 -4.31
C 0.12 -2.02 -3.31
C -1.05 -2.98 -2.99
O 0.77 -1.79 -2.06
H 1.86 -1.84 -4.64
H 0.64 -2.95 -5.21
H 1.64 -3.42 -3.89
H -0.21 -1.02 -3.60
H -1.72 -2.54 -2.25
H -0.62 -3.92 -2.64
H -1.68 -3.29 -3.84
H 0.37 -1.08 -1.56
C 5.41 0.80 2.64
C 4.20 1.48 3.25
C 4.45 2.95 3.69
O 3.26 1.52 2.16
H 6.19 0.76 3.39
H 5.76 1.35 1.76
H 5.23 -0.21 2.25
H 3.75 0.78 3.96
H 5.12 3.54 3.07
H 4.83 2.91 4.72
H 3.50 3.49 3.76
H 3.76 1.79 1.39
C 4.64 0.69 -3.36
C 3.71 0.09 -2.29
C 4.59 -0.67 -1.24
O 3.14 1.23 -1.65
H 4.07 1.32 -4.05
H 5.20 -0.02 -3.96
H 5.44 1.29 -2.92
H 2.90 -0.55 -2.66
H 5.48 -0.12 -0.92
H 4.77 -1.65 -1.67
H 3.89 -0.78 -0.41
H 2.43 0.91 -1.08
C -5.59 -2.83 0.58
C -5.01 -3.93 -0.30
C -5.93 -4.32 -1.46
O -3.81 -3.43 -0.88
H -6.57 -3.08 0.98
H -5.62 -1.90 0.00
H -4.97 -2.66 1.46
H -4.85 -4.80 0.35
H -6.09 -3.46 -2.10
H -6.90 -4.74 -1.16
H -5.44 -5.03 -2.13
H -3.40 -4.17 -1.33
C -1.06 2.19 5.23
C -0.26 2.46 3.96
C 0.35 3.87 3.96
O 0.94 1.71 3.96
H -1.57 1.23 5.13
H -1.93 2.84 5.37
H -0.52 2.11 6.17
H -0.88 2.29 3.08
H 0.89 4.05 3.03
H 1.11 4.07 4.71
H -0.47 4.58 4.09
H 1.40 1.96 4.76
C 2.12 -5.57 -0.98
C 3.39 -4.79 -0.84
C 4.72 -5.52 -0.65
O 3.46 -3.77 -1.86
H 2.13 -6.10 -1.93
H 1.24 -4.93 -0.89
H 1.97 -6.39 -0.28
H 3.30 -4.19 0.07
H 4.70 -6.15 0.23
H 5.54 -4.85 -0.40
H 5.06 -6.10 -1.51
H 2.66 -3.24 -1.88
C -3.50 -0.64 -3.62
C -4.26 -0.02 -2.35
C -5.76 -0.31 -2.50
O -3.68 -0.62 -1.19
H -3.41 -1.71 -3.45
H -2.52 -0.15 -3.65
H -3.99 -0.41 -4.57
H -4.13 1.06 -2.27
H -6.26 0.03 -1.59
H -5.98 -1.38 -2.49
H -6.29 0.23 -3.29
H -3.75 -1.57 -1.25
C 4.12 4.44 -1.74
C 3.96 4.20 -0.23
C 2.49 4.23 0.19
O 4.38 2.90 0.05
H 3.42 3.84 -2.32
H 5.19 4.34 -1.95
H 3.90 5.46 -2.04
H 4.55 4.97 0.26
H 2.48 4.49 1.25
H 2.02 3.26 0.01
H 1.93 4.95 -0.40
H 3.95 2.39 -0.64
```

expectation value of S² = 20.015
2S+1 = 9

***

Computed, not measured: a structure of composition C17H22FeN5O6S at a distorted geometry, with ωB97M-V/def2-TZVPD.

XYZ file:
```
52
C17H22FeN5O6S ωB97M-V/def2-TZVPD
Fe 0.31 -1.39 0.45
N -1.38 -2.61 1.61
C -1.19 -2.21 3.01
C 0.29 -2.27 3.35
O 0.67 -2.81 4.40
N 1.04 -1.69 2.42
C 2.45 -1.96 2.43
C 2.87 -2.61 1.08
O 4.05 -2.94 0.94
O 1.94 -2.73 0.21
H -1.17 -3.59 1.49
H -2.34 -2.45 1.31
H -1.54 -1.18 3.12
H -1.73 -2.85 3.71
H 3.05 -1.05 2.53
H 2.72 -2.64 3.24
C 1.24 0.14 -2.08
C 2.00 1.14 -2.98
N 3.05 1.80 -2.22
C 2.46 2.49 -1.08
C 1.74 1.48 -0.15
N 1.84 0.13 -0.73
C 3.25 -0.25 -0.85
C 3.99 0.79 -1.74
H 1.29 -0.88 -2.47
H 0.18 0.41 -1.98
H 1.32 1.91 -3.37
H 2.46 0.64 -3.83
H 1.75 3.24 -1.46
H 3.25 3.02 -0.55
H 0.70 1.73 0.00
H 2.22 1.44 0.84
H 3.30 -1.25 -1.27
H 3.68 -0.30 0.15
H 4.45 0.31 -2.60
H 4.78 1.30 -1.18
O -2.42 1.34 2.59
S -2.07 1.63 1.22
O -1.41 2.89 0.97
N -1.27 0.40 0.52
C -1.98 -0.18 -0.44
O -1.57 -1.17 -1.06
C -3.29 0.47 -0.71
C -4.22 0.16 -1.68
C -5.39 0.90 -1.74
C -5.63 1.93 -0.83
C -4.69 2.24 0.15
C -3.53 1.51 0.18
H -4.02 -0.65 -2.37
H -6.12 0.68 -2.51
H -6.56 2.48 -0.89
H -4.87 3.04 0.85
```

total charge = -1

***

Computed, not measured: the molecule CH8N3P at a distorted geometry, with ωB97M-V/def2-TZVPD.

XYZ file:
```
13
CH8N3P ωB97M-V/def2-TZVPD
C -1.31 -0.36 -1.34
P -0.06 -0.05 -0.23
N 0.18 1.18 1.40
N 0.38 -1.54 0.29
N 1.29 0.75 -0.84
H -2.00 -1.11 -0.82
H -1.63 0.54 -1.77
H -0.78 0.94 1.81
H 0.12 2.23 1.19
H -0.40 -2.19 0.35
H 0.61 -1.62 1.25
H 1.85 0.10 -1.32
H 1.76 1.12 0.03
```

relative energy (zero: lowest compared OMol25 entry of this formula, charge and spin) = 124.4 kJ/mol

***

Computed, not measured: a cluster of 10 separate species, C14H47FN18O12P in total at a distorted geometry, with ωB97M-V/def2-TZVPD.

XYZ file:
```
93
C14H47FN18O12P ωB97M-V/def2-TZVPD
C -0.76 -0.65 1.29
C -0.57 -0.80 -0.20
O 0.71 -1.23 -0.59
C 1.68 -0.18 -0.78
C 2.42 0.21 0.46
C 3.36 -0.85 0.98
F 2.90 -2.16 0.43
P 3.35 -1.01 2.79
O 2.27 0.16 3.36
O 2.44 -2.42 2.93
H 0.08 -1.13 1.76
H -0.72 0.38 1.59
H -1.68 -1.09 1.60
H -1.25 -1.58 -0.50
H -0.85 0.11 -0.72
H 2.37 -0.47 -1.54
H 1.16 0.69 -1.12
H 3.00 1.06 0.18
H 1.71 0.57 1.18
H 1.35 -0.18 3.44
H 1.95 -2.40 3.78
C 0.34 3.80 -2.23
O 0.87 2.98 -1.50
N -0.98 4.10 -2.16
N 1.02 4.47 -3.22
H -1.43 4.79 -2.74
H -1.53 3.61 -1.48
H 2.00 4.27 -3.32
H 0.56 5.11 -3.84
C -4.69 -0.35 1.25
O -3.96 0.32 0.55
N -5.63 -1.20 0.72
N -4.61 -0.33 2.62
H -6.22 -1.78 1.28
H -5.67 -1.26 -0.28
H -3.90 0.26 3.03
H -5.18 -0.89 3.22
C 6.72 -2.81 1.37
O 6.71 -2.06 2.33
N 7.75 -3.71 1.14
N 5.71 -2.80 0.47
H 7.77 -4.34 0.36
H 8.50 -3.73 1.81
H 4.97 -2.10 0.62
H 5.68 -3.40 -0.33
C -2.19 6.74 -5.11
O -1.63 5.90 -4.45
N -3.53 6.98 -4.94
N -1.55 7.51 -6.05
H -4.05 7.66 -5.47
H -4.00 6.41 -4.26
H -0.57 7.34 -6.19
H -2.01 8.20 -6.60
C -4.37 4.77 -0.57
O -3.99 4.96 -1.71
N -5.14 5.69 0.10
N -4.09 3.62 0.12
H -5.47 5.55 1.04
H -5.37 6.54 -0.38
H -3.58 2.90 -0.35
H -4.41 3.45 1.06
C -2.06 -3.75 -2.63
O -2.94 -3.36 -1.88
N -2.29 -4.79 -3.52
N -0.81 -3.23 -2.67
H -1.60 -5.13 -4.15
H -3.20 -5.21 -3.50
H -0.56 -2.48 -2.03
H -0.10 -3.56 -3.30
C 6.90 -3.38 5.55
O 6.91 -4.16 6.50
N 6.15 -3.54 4.44
N 7.67 -2.24 5.54
H 6.13 -2.87 3.67
H 5.54 -4.34 4.40
H 8.24 -2.05 6.34
H 7.64 -1.58 4.78
C -0.15 -3.21 5.27
O 0.43 -2.14 5.30
N 0.07 -4.13 4.28
N -1.07 -3.57 6.24
H -0.39 -5.01 4.24
H 0.73 -3.88 3.56
H -1.23 -2.92 6.98
H -1.55 -4.45 6.24
C -2.86 0.43 -4.87
O -3.08 1.21 -5.79
N -3.25 -0.88 -4.95
N -2.24 0.79 -3.72
H -3.10 -1.55 -4.21
H -3.72 -1.17 -5.78
H -1.95 1.75 -3.63
H -2.06 0.16 -2.96
```

total charge = -1

***

Computed, not measured: the molecule C4H6O2, with ωB97M-V/def2-TZVPD.

XYZ file:
```
12
C4H6O2 ωB97M-V/def2-TZVPD
C 0.03 -0.75 -1.29
C 0.70 -0.55 0.06
O 1.91 -0.60 0.14
C -0.11 0.01 1.27
C -0.54 1.28 0.57
O -1.66 1.60 0.27
H -0.95 -0.28 -1.37
H -0.09 -1.82 -1.47
H 0.68 -0.37 -2.09
H -0.98 -0.50 1.71
H 0.65 0.19 2.04
H 0.36 1.79 0.15
```

relative energy (zero: lowest compared OMol25 entry of this formula, charge and spin) = 116.2 kJ/mol

***

Computed, not measured: a structure of composition C30H23F3N8O3STi, with ωB97M-V/def2-TZVPD.

XYZ file:
```
69
C30H23F3N8O3STi ωB97M-V/def2-TZVPD
Ti 0.75 0.15 -0.51
C 3.91 3.11 0.54
C 3.84 3.18 1.92
C 2.83 2.50 2.58
C 1.92 1.78 1.83
N 2.00 1.69 0.50
C 2.98 2.35 -0.14
C 0.75 1.08 2.42
C 0.38 1.14 3.75
C -0.83 0.57 4.13
C -1.66 0.01 3.17
C -1.23 -0.01 1.86
N -0.02 0.45 1.52
C -2.04 -0.48 0.71
C -3.31 -1.01 0.85
C -4.01 -1.38 -0.30
C -3.42 -1.19 -1.53
C -2.14 -0.65 -1.58
N -1.46 -0.30 -0.49
H 4.69 3.63 -0.01
H 4.57 3.75 2.48
H 2.76 2.54 3.66
H 3.02 2.23 -1.21
H 1.00 1.63 4.48
H -1.13 0.59 5.17
H -2.63 -0.38 3.45
H -3.75 -1.15 1.82
H -5.00 -1.81 -0.22
H -3.92 -1.45 -2.45
H -1.65 -0.52 -2.54
N 1.10 -1.78 -3.26
C 0.46 -2.41 -2.27
N 0.53 -2.04 -1.00
C -0.17 -2.95 -0.20
C -0.20 -2.97 1.19
C -0.97 -3.92 1.84
C -1.70 -4.86 1.12
C -1.65 -4.89 -0.26
C -0.87 -3.93 -0.90
S -0.57 -3.76 -2.61
H 1.85 -1.14 -3.03
H 0.96 -2.06 -4.22
H 0.39 -2.26 1.76
H -0.99 -3.94 2.92
H -2.29 -5.60 1.64
H -2.19 -5.64 -0.83
C -2.59 4.10 0.64
C -1.19 3.57 0.88
O -0.85 2.53 -0.04
H -2.83 4.87 1.38
H -3.32 3.30 0.71
H -2.67 4.56 -0.35
H -1.11 3.12 1.87
H -0.45 4.37 0.83
H -0.86 2.87 -0.95
F 4.53 -1.32 1.35
C 3.52 -1.47 0.52
F 2.38 -1.10 1.20
F 3.38 -2.76 0.23
C 3.66 -0.61 -0.77
O 4.75 -0.34 -1.18
O 2.51 -0.28 -1.28
N 0.29 1.21 -2.22
C 0.22 1.17 -3.39
C 0.03 1.03 -4.73
C 0.75 1.82 -5.68
N 1.32 2.46 -6.44
C -0.84 -0.03 -5.08
N -1.53 -0.94 -5.24
```

total charge = +1
relative energy (zero: lowest compared OMol25 entry of this formula, charge and spin) = 52.9 kJ/mol
expectation value of S² = 0.753
2S+1 = 2

***

Number 1: E -10976.409 eV. Number 2: E -207694.435 eV. Number 3: E -82946.328 eV. Number 4: E -14924.479 eV. Number 5: E -78687.751 eV. Number 6: E -8339.257 eV. Number 7: E -91648.948 eV.